Entry from the Open Molecules 2025 dataset: an isolated molecule of C3H6S2 in a non-equilibrium geometry (ωB97M-V with the def2-TZVPD basis set).

Summary:
LUMO level ... 0.741 eV
Energy above the lowest of the compared OMol25 structures with the same formula, charge and spin ... 217.1 kJ/mol
Gap between HOMO and LUMO ... 9.6 eV
Maximum force ... 4.70 eV/A
SMILES ... S[C@@H]1C[C@@H]1S

Geometry (Å):
C 0.6639 0.2560 0.4251
C 0.0215 1.0629 -0.6613
C -0.7556 0.4032 0.3533
H 0.7336 -2.1132 0.6514
H 1.3537 0.6182 1.2626
H 0.2861 0.4952 -1.6095
H 0.1291 2.2227 -0.8608
H -1.0828 1.0406 1.1841
H -0.7238 -1.7471 -0.4164
S 1.3021 -1.2362 -0.1938
S -1.9279 -1.0022 -0.1346

Forces on the atoms, in the same order (eV/Å):
3.445 -0.045 1.881
2.145 2.545 -3.312
-4.053 -0.382 0.938
0.233 0.146 0.277
-1.671 -0.012 -1.113
-1.205 0.937 0.956
-0.268 -2.507 1.041
-0.523 -0.296 -0.575
-2.081 0.701 0.008
1.594 -1.459 -0.601
2.384 0.373 0.500

Per-atom Mulliken charges, elementary charge units: atom 1 (C): -0.13, atom 2 (C): -0.48, atom 3 (C): -0.19, atom 4 (H): 0.15, atom 5 (H): 0.31, atom 6 (H): 0.27, atom 7 (H): 0.22, atom 8 (H): 0.30, atom 9 (H): 0.09, atom 10 (S): -0.32, atom 11 (S): -0.22